65
Properties=species:S:1:pos:R:3:forces:R:3 method="wB97M-V/def2-TZVPD" relative_energy_kj_mol=0.0 homo_lumo_gap_ev=7.2537 total_energy_ha=-2114.88193 e_homo_ev=-21.850 total_charge=+4
H -4.466 -1.572 2.481 0.009 0.179 -0.058
H -0.303 3.498 3.418 -0.043 -0.087 -0.136
P 0.235 1.369 2.471 0.051 0.917 1.314
H 3.845 0.491 -1.292 -0.344 0.204 0.031
H -1.368 3.067 -2.584 -0.312 -0.027 -0.036
C -0.964 -1.669 -1.034 -3.656 -5.576 -2.257
C 0.367 -1.316 1.687 0.162 -4.852 4.997
H -2.845 2.004 0.887 -0.187 -0.189 0.127
H -3.061 2.622 -2.939 0.107 -0.063 0.115
H 1.760 2.216 4.108 0.019 -0.118 -0.164
N -3.861 -0.883 2.036 0.757 0.602 -0.496
H 3.135 -2.899 -2.311 -0.158 0.099 0.041
C 1.884 1.774 3.112 0.411 -0.243 -0.441
C 2.976 1.151 -1.233 0.007 -0.126 0.095
H -3.531 -1.003 -1.772 -0.219 0.137 -0.121
C -4.121 0.477 1.872 0.505 -0.500 -0.108
C 2.501 -2.005 -2.261 -0.285 0.492 -0.421
H -5.020 0.965 2.218 -0.038 -0.157 0.014
C 0.916 3.042 -1.172 -0.281 0.070 0.163
C 1.317 -3.652 -0.354 -0.732 0.064 0.191
N -2.106 -0.038 1.001 0.272 -0.111 -0.187
H -4.151 0.562 -1.182 0.042 -0.093 -0.141
O 0.498 -2.104 2.552 -0.511 4.294 -4.555
H 2.275 0.693 -3.230 0.042 0.259 0.141
H 0.581 -3.945 -1.108 0.194 -0.181 0.115
C -0.495 0.623 3.959 -0.236 -0.621 -0.273
H 0.538 2.448 -3.224 0.149 -0.105 0.364
C 2.119 1.289 -2.331 -0.120 -0.152 -0.188
H 1.701 -2.081 -3.004 0.179 -0.095 -0.053
C -3.037 0.994 1.225 0.190 -0.538 0.056
H 0.889 -3.793 0.643 0.092 -0.261 -0.140
H 2.221 -4.267 -0.456 -0.218 0.175 0.020
P 1.794 -1.919 -0.592 1.563 -0.848 -0.403
H 3.975 -2.613 0.091 -0.144 0.114 0.105
C 3.279 -1.845 0.450 -0.055 0.567 0.363
C -2.652 -1.151 1.497 -1.037 0.561 0.432
H 1.715 3.623 0.747 -0.034 -0.299 -0.249
H 3.020 -2.040 1.494 0.223 -0.073 -0.092
O -1.522 -2.594 -1.505 3.138 5.029 2.381
C 1.108 2.252 -2.313 -0.131 -0.195 -0.071
H -1.347 -0.854 -3.728 -0.068 0.134 -0.189
H -0.386 0.632 -3.923 -0.203 -0.141 -0.169
H -4.025 0.260 -2.937 0.156 -0.043 0.204
P -1.872 0.759 -2.010 -0.927 0.293 -1.135
C -2.241 2.523 -2.219 0.346 0.421 0.419
C -3.558 0.074 -1.961 0.040 -0.336 0.598
H -1.663 2.883 2.432 0.218 0.122 0.174
H 0.153 3.821 -1.166 0.249 -0.084 -0.032
C -1.375 0.238 -3.675 0.561 -0.112 0.083
H 3.482 1.850 0.737 -0.080 0.115 -0.257
H 3.106 -1.124 -2.483 -0.052 -0.331 -0.007
H -1.548 0.381 3.808 0.012 0.048 0.058
H -2.545 2.962 -1.262 -0.079 0.053 -0.209
H -2.117 0.625 -4.386 0.173 -0.124 0.104
H -0.245 3.596 1.631 -0.138 0.074 0.257
C 1.774 2.908 -0.077 -0.144 -0.082 0.185
Hf -0.008 0.141 -0.025 0.747 2.144 -0.692
H 2.398 2.484 2.462 -0.050 -0.080 0.303
H -0.412 1.348 4.780 0.049 -0.154 -0.205
C 2.789 1.943 -0.099 0.146 -0.207 0.135
H 3.754 -0.862 0.377 0.045 -0.256 0.119
H 0.041 -0.295 4.215 -0.071 0.195 0.238
C -0.577 2.996 2.484 -0.291 0.138 -0.677
H -2.211 -2.131 1.482 -0.066 -0.190 0.074
H 2.487 0.863 3.187 0.055 0.155 0.144


44
Properties=species:S:1:pos:R:3:forces:R:3 method="wB97M-V/def2-TZVPD" relative_energy_kj_mol=55.1 homo_lumo_gap_ev=5.6351 total_energy_ha=-1082.65292 e_homo_ev=-11.650 total_charge=+1
C 1.189 -2.544 -0.309 -0.470 0.136 0.180
H -0.765 -0.944 -1.067 0.332 -0.013 -0.370
H 0.610 5.583 -2.846 -0.178 -0.185 0.200
C 0.162 0.961 -1.316 -0.491 1.193 -0.212
C 0.814 3.317 -1.185 0.999 -0.058 0.616
H -0.580 5.750 -1.541 0.098 -0.095 -0.179
H 2.255 0.515 0.758 0.287 -0.219 0.239
H -1.110 5.266 -3.177 0.127 0.150 0.153
C 2.114 -3.317 0.381 0.010 -0.015 0.271
F 1.646 4.280 -0.661 -0.945 -1.088 -0.456
H -3.057 -2.679 0.110 0.308 0.057 0.226
N -1.985 -0.191 1.936 -0.327 0.560 0.440
C -0.896 2.695 -2.716 -0.106 0.192 0.139
C 3.050 -2.744 1.266 0.029 0.032 -0.846
C 1.178 -1.114 -0.208 0.510 -0.745 1.122
H -1.262 -2.537 0.335 -0.485 -0.294 0.103
H -2.464 0.391 -0.917 -0.575 -0.057 0.017
F 4.109 -0.759 2.012 -1.258 -0.566 -0.601
H 3.827 -4.605 1.892 0.134 0.130 0.152
C -2.258 -2.256 0.736 0.250 -0.160 0.098
C -3.144 -0.096 -0.192 -0.097 0.228 -0.266
N -2.369 -0.822 0.772 0.572 0.141 0.109
C -0.772 1.368 -2.327 -0.330 -0.200 0.401
H -2.519 0.734 3.724 -0.385 -0.294 -0.249
H 3.950 -3.314 3.120 0.062 -0.026 -0.219
C 2.209 -0.548 0.607 -0.116 -0.247 0.013
H -3.818 -0.789 -0.718 0.170 0.347 0.120
H -1.607 2.987 -3.500 0.291 -0.275 0.402
H -3.734 0.697 0.278 -0.023 -0.245 0.000
H 5.065 -3.337 1.741 -0.298 0.071 0.063
H -1.434 0.618 -2.776 0.384 0.294 0.104
O -4.074 -0.369 2.860 1.590 0.813 0.392
C -0.168 3.724 -2.084 0.244 -0.517 -0.552
C 1.020 1.998 -0.833 -0.271 0.084 0.063
H 0.426 -3.039 -0.919 0.420 0.211 0.132
C 4.031 -3.543 2.050 -0.034 -0.451 0.073
C -2.944 0.091 2.918 -0.839 -0.810 -0.751
C 3.098 -1.353 1.294 0.405 1.025 0.040
H 2.115 -4.411 0.285 -0.131 0.549 -0.024
H -2.327 -2.666 1.749 -0.111 0.035 -0.240
C 0.133 -0.375 -0.830 0.747 -0.008 -0.678
H -1.197 0.450 1.864 -0.187 -0.248 0.142
H 1.801 1.766 -0.133 0.033 0.421 -0.115
C -0.318 5.164 -2.431 -0.343 0.149 -0.253